Run one
22
Properties=species:S:1:pos:R:3:nbo_charge:R:1 method="wB97M-V/def2-TZVPD" orbital_gap_ev=8.462 total_charge=+1 e_lumo_ev=-3.6
C 0.0636 -2.7829 -0.0806 0.021
C 1.4389 -2.7281 0.0182 -0.010
C -0.1067 -0.3995 0.0090 -0.122
C 1.3187 -0.4784 0.0542 0.237
C -2.8652 0.3779 0.3734 0.463
C 1.5181 1.8935 -0.1264 0.394
N -0.6296 -1.6354 -0.0739 -0.474
N 2.0677 -1.5572 0.0767 -0.375
N 2.0597 0.7263 0.0646 -0.513
N 2.1577 3.0381 -0.1460 -0.708
N -3.0715 -0.6582 -0.3041 -0.757
O -3.1612 1.6183 -0.0344 -0.674
H -0.4858 -3.7087 -0.1560 0.236
H 2.0570 -3.6120 0.0378 0.228
H -2.4375 0.2686 1.3675 0.158
H 0.4394 1.8778 -0.2726 0.263
H 3.0635 0.6011 0.1876 0.437
H 3.1579 3.0966 0.0073 0.422
H 1.6620 3.9025 -0.3009 0.438
H -1.6741 -1.6290 -0.1505 0.465
H -3.5012 -0.4923 -1.2105 0.373
H -3.0713 2.2808 0.6596 0.497



Run two
22
Properties=species:S:1:pos:R:3:nbo_charge:R:1 method="wB97M-V/def2-TZVPD" orbital_gap_ev=7.197 total_charge=+1 e_lumo_ev=-5.0
C -0.9196 1.2535 1.0729 0.024
C -0.1121 -0.1820 1.3446 0.531
C -1.7968 0.8156 0.2179 0.517
C 1.3168 -0.3941 -0.6261 0.548
C -0.4034 -1.4906 -1.8539 -0.279
C -1.2515 -0.1776 -1.9448 -0.082
N 0.7814 -0.6319 0.6037 -0.463
N 0.9564 -1.0490 -1.7018 -0.524
N -0.4399 2.2509 1.8396 -0.772
N -0.5414 -0.6288 2.5501 -0.787
N 2.5470 0.2203 -0.7608 -0.778
O -2.1238 0.1305 -0.7680 -0.367
H -0.7912 -2.2826 -1.1891 0.214
H -0.4346 -1.8856 -2.8536 0.237
H -0.5217 0.6202 -2.1398 0.225
H -2.0002 -0.3411 -2.6861 0.223
H -0.9146 3.2002 1.7157 0.437
H 0.0473 2.0527 2.7291 0.442
H -1.5232 -0.5901 2.7897 0.421
H -0.1048 -1.4439 2.8381 0.413
H 3.0030 0.6774 -0.0269 0.402
H 2.8972 0.0141 -1.6214 0.417



run one wins, 0.1160 hartree ahead of the next structure.



Run one
44
Properties=species:S:1:pos:R:3:nbo_charge:R:1 method="wB97M-V/def2-TZVPD" orbital_gap_ev=10.342 e_lumo_ev=0.5
C 1.0955 -0.6500 -2.4117 -0.646
C 1.6300 -2.0385 -2.7271 -0.055
O 2.8221 -2.3602 -1.9866 -0.817
P 2.7959 -2.9651 -0.5231 2.549
O 3.3846 -4.3054 -0.3708 -1.083
O 1.2421 -2.8639 -0.1362 -1.005
O 3.5233 -1.8324 0.3191 -0.816
C 2.9786 -1.4370 1.6006 -0.066
C 1.8646 -0.4052 1.4841 -0.459
C 0.7143 -0.6117 2.4832 -0.064
O 0.5520 -1.9710 2.8407 -0.564
C -0.7548 -2.4731 2.6364 -0.253
H 1.9498 0.0250 -2.3118 0.216
H 0.4835 -0.6302 -1.5130 0.224
H 0.5203 -0.2946 -3.2696 0.215
H 0.8700 -2.8068 -2.5911 0.191
H 1.9324 -2.0757 -3.7746 0.186
H 1.0894 -3.3969 0.6460 0.514
H 2.6434 -2.3269 2.1305 0.195
H 3.8380 -1.0441 2.1428 0.194
H 2.2931 0.5843 1.6713 0.206
H 1.4964 -0.3744 0.4604 0.230
H -0.2065 -0.2417 2.0264 0.193
H 0.8855 -0.0065 3.3791 0.169
H -1.1827 -2.1092 1.6979 0.187
H -1.4093 -2.2119 3.4744 0.172
H -0.6855 -3.5621 2.5944 0.183
C -3.1095 2.4273 -2.4820 -0.258
O -1.8237 2.3204 -1.8625 -0.821
P -1.7377 1.8452 -0.3499 2.583
O -2.1453 0.4661 -0.0946 -1.100
O -2.5464 2.9355 0.4809 -0.830
C -3.8687 2.6391 0.9552 -0.249
O -0.2378 2.1564 -0.0044 -0.816
C 0.3720 3.3942 -0.4073 -0.247
H -3.7435 1.5813 -2.2130 0.195
H -3.5863 3.3637 -2.1901 0.183
H -2.9489 2.4252 -3.5560 0.203
H -3.9048 1.6387 1.3814 0.208
H -4.5945 2.7211 0.1463 0.176
H -4.0995 3.3752 1.7201 0.196
H -0.3272 4.2243 -0.3177 0.191
H 0.7201 3.3125 -1.4349 0.194
H 1.2157 3.5592 0.2566 0.198



Run two
44
Properties=species:S:1:pos:R:3:nbo_charge:R:1 method="wB97M-V/def2-TZVPD" orbital_gap_ev=9.886 e_lumo_ev=0.5
C -3.7764 1.3876 -4.4242 -0.219
O -2.3294 1.0646 -4.5872 -0.793
P -1.3114 1.3566 -3.3602 2.523
O 0.0936 1.8696 -3.8002 -1.071
O -1.9554 2.6176 -2.7282 -0.876
C -1.1994 3.5986 -2.0852 -0.256
O -1.1814 0.4866 -2.0442 -0.783
C -2.2184 -0.5894 -2.0372 -0.211
H -4.1774 0.9856 -3.6462 0.163
H -4.3194 1.0756 -5.4542 0.204
H -3.7484 2.4426 -4.3102 0.206
H -1.8124 4.5126 -1.5222 0.188
H -0.4094 4.2076 -2.9682 0.221
H -0.7484 3.1386 -1.2052 0.177
H -3.2934 -0.1804 -1.9802 0.165
H -2.0644 -1.0244 -1.2702 0.168
H -2.1874 -1.2014 -2.9242 0.194
C 4.6446 1.6696 1.8888 -0.261
O 3.3396 1.4856 1.3628 -0.812
P 2.6486 0.0406 1.2618 2.589
O 3.2646 -0.8784 2.2428 -1.140
O 1.1196 0.2136 1.6508 -0.820
C 0.4166 1.3146 1.0378 -0.245
O 2.5166 -0.6554 -0.1142 -0.833
C 1.8706 -1.9194 -0.2042 -0.264
H 4.6886 1.1036 2.8768 0.211
H 4.7006 2.7856 1.9068 0.205
H 5.4426 1.1316 1.4398 0.196
H 0.4136 1.2056 -0.0162 0.196
H 1.0126 2.2116 1.3618 0.188
H -0.4664 1.3426 1.4268 0.178
H 1.6066 -2.3374 -1.2232 0.215
H 1.1526 -1.9234 0.7318 0.208
H 2.6006 -2.6044 -0.0122 0.185
C -1.6534 -2.3374 3.6278 -0.694
C -0.6494 -3.2104 2.6918 0.600
C 0.8406 -3.5824 3.1278 -0.662
O -1.0784 -3.7174 1.6278 -0.571
H -1.0764 -1.5024 3.6498 0.226
H -1.5374 -2.6554 4.5948 0.219
H -2.6664 -2.3004 3.4518 0.230
H 1.5256 -3.6194 2.4348 0.224
H 0.9906 -4.3544 3.6928 0.220
H 0.9716 -2.6544 3.8288 0.207



run one wins, 0.2987 hartree ahead of the next structure.



Run one
15
Properties=species:S:1:pos:R:3:nbo_charge:R:1 method="wB97M-V/def2-TZVPD" orbital_gap_ev=10.158 e_lumo_ev=0.6
N 1.8748 0.8191 -1.9512 -0.812
C 1.0582 -0.0352 -1.2930 0.665
O 0.9401 -1.2087 -1.5862 -0.612
C 0.1783 0.6123 -0.2254 -0.331
N -0.3374 -0.4010 0.6836 -0.535
N -1.5985 0.0529 1.3492 0.243
O -1.1023 -0.0683 2.6343 -0.628
O -2.5609 -0.9784 1.1335 -0.584
H 1.9409 1.7933 -1.7134 0.399
H 2.4093 0.4736 -2.7317 0.411
H -0.6548 1.1189 -0.7210 0.237
H 0.7261 1.3588 0.3535 0.213
H -0.4226 -1.3100 0.2181 0.417
H -0.1288 -0.5356 2.0940 0.463
H -2.3225 -1.6917 1.7558 0.453



Run two
15
Properties=species:S:1:pos:R:3:nbo_charge:R:1 method="wB97M-V/def2-TZVPD" orbital_gap_ev=9.962 e_lumo_ev=0.4
C -0.7110 -1.4741 0.0882 0.727
C 0.2541 -0.2439 -0.0991 0.437
N -0.0927 1.0213 -0.1133 -0.746
N 1.5289 -0.6866 -0.1262 -0.403
N 2.7719 0.0599 0.0851 -0.684
O -0.1093 -2.5386 0.3795 -0.698
O -1.9111 -1.1543 -0.0245 -0.719
O -2.8601 1.5512 0.0582 -0.968
H -2.9252 0.6532 0.3897 0.508
H -1.0566 1.3269 -0.1018 0.454
H 1.6567 -1.7478 0.0079 0.451
H 3.0007 0.2147 1.0520 0.369
H 3.5582 -0.3186 -0.4131 0.376
H 0.3763 1.8418 -0.4169 0.412
H -3.4808 1.4950 -0.7656 0.485



run two wins, 0.1187 hartree ahead of the next structure.



Run one
7
Properties=species:S:1:pos:R:3:nbo_charge:R:1 method="wB97M-V/def2-TZVPD" orbital_gap_ev=7.547 e_lumo_ev=-1.4
C -1.1358 -0.5724 0.8621 -0.205
C 0.5401 -1.1038 -0.9162 -0.326
S 0.2055 0.3471 -1.6670 0.338
Cl -0.4069 0.2559 2.0723 0.128
Cl 1.7914 -1.0958 0.1607 0.088
Br 1.2288 2.2817 -1.1328 -0.177
H -2.2231 -0.1126 0.6209 0.155



Run two
7
Properties=species:S:1:pos:R:3:nbo_charge:R:1 method="wB97M-V/def2-TZVPD" orbital_gap_ev="5.248 / 5.244" e_lumo_ev="-3.1 / -3.1"
C 0.2388 -0.7265 1.1194 -0.286
C 0.6272 0.3054 0.4875 0.003
S -1.3632 0.2349 -1.9278 -0.188
Cl 0.3671 -0.7593 2.9281 -0.025
Cl 1.3723 1.6599 0.6406 0.264
Br -0.9845 0.7903 -3.9228 -0.019
H -0.2577 -1.5046 0.6750 0.252



run two wins, 0.0403 hartree ahead of the next structure.



Run one
93
Properties=species:S:1:pos:R:3:mulliken_charge:R:1 method="wB97M-V/def2-TZVPD" orbital_gap_ev=5.246 total_charge=+3 e_lumo_ev=-10.5
Ti -1.0122 0.0224 -0.4431 -0.551
O -2.1062 3.9508 1.2046 -0.635
C -1.9848 4.6104 0.0377 0.758
C -2.0894 5.9961 0.0827 -0.759
C -2.0007 6.7374 -1.0754 -0.395
C -1.7992 6.1166 -2.3169 -0.847
C -1.6701 4.7585 -2.3813 -0.787
C -1.7422 3.9668 -1.2074 0.007
C -1.5857 2.5510 -1.3285 0.829
O -1.6476 1.7107 -0.2655 0.053
N -1.3916 1.9864 -2.5013 -1.139
N -1.4371 0.6511 -2.3503 1.134
C -1.7735 -0.1548 -3.2917 -0.589
C -2.1714 -1.4722 -2.8290 0.743
C -2.6368 -2.4737 -3.6608 -0.903
C -3.1582 -3.6302 -3.0905 -0.609
C -3.1863 -3.7423 -1.7099 -0.901
C -2.6680 -2.7090 -0.9419 0.296
N -2.1719 -1.5938 -1.4765 0.670
H -2.2369 3.0141 1.0531 0.181
H -2.2699 6.4606 1.0430 0.538
H -2.1030 7.8134 -1.0271 0.450
H -1.7499 6.7112 -3.2181 0.460
H -1.5156 4.2590 -3.3271 0.518
H -1.9136 0.1806 -4.3139 0.562
H -2.6113 -2.3441 -4.7348 0.544
H -3.5470 -4.4248 -3.7135 0.509
H -3.6137 -4.6095 -1.2258 0.568
H -2.6514 -2.7754 0.1375 -0.192
C -4.1673 -2.0861 3.7444 -1.516
C -3.4322 -2.4629 2.4427 0.135
C -3.2589 -3.9829 2.3664 -1.470
C -2.1357 -1.6875 2.4142 0.673
C -0.9999 -2.1493 3.0916 -1.214
C 0.0990 -1.3395 3.3093 -0.962
C 0.1023 -0.0035 2.8877 0.045
C 1.1320 0.9613 3.3928 -1.608
C -0.9779 0.4410 2.1259 0.556
C -2.0856 -0.4018 1.8657 -0.366
H -5.1233 -2.6072 3.7862 0.454
H -4.3585 -1.0145 3.8039 0.387
H -3.5799 -2.3800 4.6154 0.378
H -4.0578 -2.1262 1.6092 0.502
H -2.8409 -4.3764 3.2929 0.486
H -2.6151 -4.2977 1.5389 0.278
H -4.2335 -4.4500 2.2330 0.413
H -1.0125 -3.1439 3.5218 0.529
H 0.9321 -1.7154 3.8930 0.555
H 1.0657 1.9223 2.8873 0.384
H 2.1493 0.5746 3.3228 0.419
H 0.9385 1.1459 4.4527 0.466
H -1.0536 1.5077 1.9661 0.491
H -3.0089 0.0205 1.4662 0.726
C 4.0487 -3.8838 -1.3472 -1.180
C 3.1208 -4.8387 -0.6016 0.665
C 3.2149 -4.6462 0.9108 -1.308
C 1.6752 -4.7396 -1.1377 -1.160
N 1.0362 -3.4598 -0.8305 0.868
C 0.5532 -3.0130 0.3397 -1.247
N 0.1503 -1.7782 0.1562 1.330
N 0.3935 -1.5062 -1.1374 0.650
N 0.9050 -2.5059 -1.7405 -1.438
H 5.0591 -3.9676 -0.9495 0.447
H 3.7325 -2.8422 -1.2317 0.123
H 4.0905 -4.1156 -2.4117 0.390
H 3.4177 -5.8643 -0.8298 0.341
H 3.0275 -3.6081 1.2026 0.250
H 4.2251 -4.8855 1.2388 0.441
H 2.5343 -5.3089 1.4517 0.332
H 1.0577 -5.5341 -0.7200 0.437
H 1.6859 -4.8214 -2.2225 0.391
H 0.4973 -3.5736 1.2564 0.684
C 3.8828 4.8723 0.8306 -1.215
Ge 3.0082 4.0470 -0.7123 0.867
C 1.9497 5.2265 -1.8591 -1.126
C 4.1707 2.9071 -1.8196 -1.268
C 1.5566 2.8300 0.1560 -0.786
Se 1.2278 1.2781 -0.9322 0.329
C 2.6937 0.2117 -0.2258 -0.771
H 4.5832 5.6334 0.4872 0.413
H 4.4396 4.1330 1.4055 0.384
H 3.1496 5.3518 1.4780 0.373
H 2.6162 5.9268 -2.3634 0.462
H 1.2219 5.7987 -1.2846 0.272
H 1.4324 4.6408 -2.6193 0.352
H 4.6334 3.5460 -2.5720 0.453
H 3.6042 2.1393 -2.3462 0.402
H 4.9720 2.4411 -1.2467 0.344
H 0.6352 3.4072 0.2378 0.032
H 1.8605 2.4893 1.1432 0.386
H 3.5440 0.8757 -0.0953 0.630
H 2.9525 -0.5581 -0.9476 0.047
H 2.4086 -0.2208 0.7315 0.151



Run two
93
Properties=species:S:1:pos:R:3:mulliken_charge:R:1 method="wB97M-V/def2-TZVPD" orbital_gap_ev=4.823 total_charge=+3 e_lumo_ev=-10.9
Ti 0.9302 -0.5528 0.1501 -0.949
O -1.7354 -1.9653 3.3227 -0.589
C -1.4490 -3.2788 3.2055 0.675
C -2.1985 -4.1436 3.9965 -0.508
C -1.9516 -5.4991 3.9704 -0.461
C -0.9447 -6.0380 3.1581 -0.816
C -0.2005 -5.2007 2.3746 -1.123
C -0.4454 -3.8055 2.3644 -0.213
C 0.3562 -3.0028 1.4905 1.057
O 0.0331 -1.6983 1.2769 1.713
N 1.4241 -3.4230 0.8761 -1.322
N 1.9993 -2.3388 0.2890 1.406
C 3.2014 -2.4325 -0.1545 -0.832
C 3.8505 -1.1647 -0.4387 0.591
C 5.1595 -1.0500 -0.8555 -1.099
C 5.7176 0.2225 -0.9483 -0.542
C 4.9434 1.3199 -0.6143 -1.149
C 3.6268 1.1214 -0.2266 -0.296
N 3.0802 -0.0926 -0.1387 0.698
H -1.1909 -1.4451 2.7221 -0.050
H -2.9586 -3.7195 4.6390 0.534
H -2.5442 -6.1554 4.5946 0.449
H -0.7575 -7.1025 3.1559 0.472
H 0.5807 -5.5944 1.7381 0.474
H 3.7092 -3.3898 -0.2006 0.508
H 5.7377 -1.9356 -1.0843 0.602
H 6.7467 0.3465 -1.2615 0.490
H 5.3464 2.3232 -0.6460 0.530
H 2.9947 1.9605 0.0376 0.566
C 1.3252 -2.6826 -2.8890 -1.168
C -0.1829 -2.4700 -3.0168 -0.122
C -0.5077 -1.4513 -4.1089 -1.654
C -0.9044 -2.1549 -1.7094 1.279
C -1.4958 -3.1984 -0.9907 -0.916
C -2.4567 -2.9561 -0.0213 -0.512
C -2.8647 -1.6581 0.3231 0.300
C -4.0178 -1.4306 1.2547 -1.408
C -2.2202 -0.6103 -0.3141 -0.624
C -1.2570 -0.8460 -1.3155 -1.345
H 1.7450 -2.9562 -3.8574 0.520
H 1.5531 -3.4917 -2.1940 0.318
H 1.8372 -1.7692 -2.5629 -0.044
H -0.6005 -3.4251 -3.3413 0.774
H -0.0743 -0.4700 -3.8975 0.172
H -1.5838 -1.3213 -4.2314 0.377
H -0.1006 -1.7866 -5.0627 0.519
H -1.2642 -4.2239 -1.2567 0.556
H -2.9416 -3.8014 0.4556 0.466
H -4.9486 -1.4267 0.6824 0.446
H -3.9387 -0.4751 1.7732 0.273
H -4.0929 -2.2221 1.9980 0.317
H -2.5248 0.4116 -0.1116 0.614
H -1.0487 -0.0232 -1.9799 1.409
C -1.9911 4.0459 -2.8567 -1.233
C -0.7962 4.0635 -3.8029 0.784
C -0.8690 2.9433 -4.8354 -1.426
C 0.5362 4.0650 -3.0486 -1.175
N 0.7348 2.8108 -2.2743 0.300
C 1.1675 1.6163 -2.6987 -0.628
N 1.0708 0.7889 -1.6845 0.263
N 0.5862 1.5033 -0.6630 1.362
N 0.3813 2.7242 -0.9971 -1.083
H -2.9155 4.1560 -3.4225 0.466
H -1.9471 4.8578 -2.1289 0.369
H -2.0603 3.1000 -2.3090 0.064
H -0.7884 5.0176 -4.3368 0.355
H -0.9524 1.9577 -4.3600 0.290
H -0.0079 2.9421 -5.5092 0.365
H -1.7600 3.0607 -5.4511 0.437
H 0.5961 4.8677 -2.3168 0.416
H 1.3840 4.1384 -3.7278 0.460
H 1.5226 1.4000 -3.6945 0.447
C -2.0541 1.5363 3.3008 -0.875
Ge -1.0920 3.1507 2.7760 0.446
C -0.9988 4.4965 4.1650 -1.148
C -1.8524 3.8241 1.1158 -0.863
C 0.8472 2.6125 2.4556 -1.279
Se 1.0942 0.6900 2.5170 0.667
C 2.9579 0.5197 3.0600 -1.296
H -3.0697 1.8124 3.5905 0.525
H -1.6017 1.0151 4.1450 0.387
H -2.1397 0.8390 2.4617 -0.132
H -1.9965 4.8840 4.3732 0.387
H -0.3693 5.3318 3.8577 0.384
H -0.5985 4.0786 5.0887 0.392
H -2.8537 4.2068 1.3221 0.469
H -1.9457 3.0342 0.3697 0.023
H -1.2593 4.6351 0.6935 0.340
H 1.4259 2.9594 3.3148 0.713
H 1.2877 3.0334 1.5545 0.444
H 2.9880 0.8104 4.1074 0.488
H 3.5932 1.1685 2.4660 0.375
H 3.2498 -0.5234 2.9640 0.358



run one wins, 0.0031 hartree ahead of the next structure.